Entry 1:
DFT (ωB97M-V/def2-TZVPD) results for an isolated molecule of C3H5ClN2S in a non-equilibrium geometry.

Each line ends with the Löwdin charge.
Atoms and positions in Å:
1 C -1.3593 0.6575 0.3471  -0.057
2 C -0.3327 -0.2481 -0.2984  -0.592
3 N 0.5976 0.3756 -1.1739  0.029
4 C 1.7815 0.5121 -0.7046  -0.499
5 S 2.1476 -0.2241 0.8179  0.865
6 N 0.3211 -0.9969 0.8115  -0.682
7 Cl 0.4583 -2.6802 0.5391  0.554
8 H -1.5024 1.6236 -0.1444  0.076
9 H -1.3131 0.5779 1.5218  0.116
10 H -2.3386 0.1097 0.2496  0.081
11 H -0.9155 -0.8532 -0.8797  0.083
12 H 2.4553 1.1461 -1.0858  0.027

Summary:
- Frontier orbital gap: 8.970 eV
- SMILES string: C[C@H]1N=CSN1Cl


Entry 2:
DFT (ωB97M-V/def2-TZVPD) results for a cluster of 3 separate species, C12H28BNO8 in total.

Each line ends with the Löwdin charge.
Atoms and positions in Å:
1 C 0.7648 0.7357 -1.2588  -0.089
2 O -0.5450 1.1892 -1.5188  -0.197
3 C -0.7489 2.5920 -1.5522  -0.197
4 C -2.2027 2.8383 -1.1267  -0.286
5 N -2.6392 4.1876 -1.5506  0.036
6 B -3.1053 1.7321 -1.8418  -0.470
7 C -3.7718 0.5827 -1.0118  0.004
8 O -3.2162 1.8319 -3.2187  0.135
9 H 1.4268 1.5722 -0.9960  0.086
10 H 0.7559 0.0181 -0.4254  0.082
11 H 1.1726 0.2367 -2.1523  0.094
12 H -0.0290 3.0875 -0.8771  0.125
13 H -0.6002 2.9894 -2.5733  0.136
14 H -2.2587 2.7292 -0.0268  0.137
15 H -3.1794 4.6278 -0.8182  0.067
16 H -1.8456 4.7993 -1.7047  0.064
17 H -4.6485 0.9629 -0.4620  0.074
18 H -3.0503 0.2396 -0.2533  0.047
19 H -4.0885 -0.2708 -1.6230  0.069
20 H -4.0800 2.0038 -3.5667  0.093
21 C 6.4067 0.5165 -3.7125  -0.064
22 C 5.8618 1.4672 -2.6724  -0.207
23 O 4.8232 0.8524 -1.8828  0.029
24 C 5.2519 0.0466 -0.9149  -0.619
25 O 6.3989 -0.1700 -0.6233  0.124
26 O 4.1871 -0.4769 -0.3103  -0.005
27 C 4.4905 -1.3898 0.7511  -0.032
28 H 5.6020 0.1424 -4.3455  0.082
29 H 7.1241 1.0419 -4.3439  0.081
30 H 6.9140 -0.3240 -3.2412  0.077
31 H 5.3664 2.3207 -3.1303  0.122
32 H 6.6453 1.8225 -2.0047  0.122
33 H 5.1611 -0.9275 1.4721  0.096
34 H 4.9543 -2.2915 0.3551  0.098
35 H 3.5338 -1.6221 1.2080  0.091
36 C -4.5192 -2.5375 5.4060  -0.065
37 C -3.9557 -3.7217 4.6554  -0.209
38 O -3.8171 -3.4418 3.2485  0.036
39 C -2.7436 -2.7301 2.9164  -0.617
40 O -1.8610 -2.3884 3.6615  0.119
41 O -2.7450 -2.5646 1.5963  0.009
42 C -1.6024 -1.8706 1.0873  -0.048
43 H -5.4697 -2.2286 4.9708  0.081
44 H -4.6918 -2.8156 6.4464  0.080
45 H -3.8245 -1.6993 5.3841  0.077
46 H -4.6335 -4.5724 4.6836  0.123
47 H -2.9866 -4.0220 5.0513  0.122
48 H -0.6839 -2.3607 1.4055  0.095
49 H -1.5973 -0.8381 1.4340  0.094
50 H -1.7008 -1.9022 0.0067  0.095

Summary:
- Frontier orbital gap: 9.459 eV
- SMILES string: COC[C@@H](N)B(C)O.CCOC(=O)OC.CCOC(=O)OC